{
  "formula": "C26H43N3O3PTl",
  "method": "ωB97M-V/def2-TZVPD",
  "species": ["C", "N", "C", "C", "C", "C", "Tl", "C", "O", "C", "N", "C", "C", "C", "P", "C", "C", "C", "C", "C", "C", "C", "C", "C", "C", "H", "H", "H", "H", "H", "H", "H", "H", "H", "H", "H", "H", "H", "H", "H", "H", "H", "H", "H", "H", "H", "H", "H", "H", "H", "H", "H", "H", "H", "H", "H", "H", "H", "H", "C", "H", "H", "H", "O", "H", "O", "N", "C", "C", "C", "C", "C", "H", "H", "H", "H", "H"],
  "xyz": [[-0.1565, -1.6284, -2.1439], [-0.5294, -1.7520, -0.8600], [-0.3521, -2.8858, -0.2050], [0.2963, -3.9820, -0.7938], [0.7578, -3.8582, -2.1000], [0.5244, -2.6805, -2.7893], [0.3705, 0.1774, 3.1443], [-2.8680, 2.6651, 1.0111], [-3.7056, 2.4794, 1.7626], [-0.9742, -3.0232, 1.1779], [-0.2557, -2.4730, 2.3332], [1.0363, -3.1398, 2.6520], [2.1831, -2.7589, 1.7419], [-0.2574, -0.2868, -2.8103], [-1.2087, 1.2338, -2.5563], [-2.3552, 1.7949, -3.8380], [-1.6460, 2.7699, -4.7895], [-0.1055, 2.4949, -1.7679], [-0.9221, 3.7440, -1.4571], [0.4503, 1.9569, -0.4169], [1.0587, 2.8162, -2.7029], [-2.8343, 0.5643, -4.6252], [-3.5648, 2.4980, -3.1888], [-1.1671, -2.4865, 3.5290], [-1.7514, -3.8336, 3.9232], [0.3981, -4.8937, -0.2076], [1.2836, -4.6866, -2.5882], [0.8441, -2.5233, -3.8162], [0.1524, -0.3072, -3.8245], [1.1181, 2.7132, 0.0262], [-0.3707, 1.7636, 0.2875], [1.0600, 1.0414, -0.5008], [1.6788, 3.5795, -2.2082], [1.6931, 1.9390, -2.8966], [0.7141, 3.2230, -3.6634], [-0.2363, 4.4715, -0.9951], [-1.3285, 4.2156, -2.3607], [-1.7264, 3.5324, -0.7320], [-2.3400, 3.0203, -5.6019], [-1.3681, 3.7166, -4.3107], [-0.7542, 2.3130, -5.2342], [-2.0045, -0.0152, -5.0494], [-3.4483, -0.1128, -4.0136], [-3.4535, 0.9273, -5.4558], [-3.2792, 3.3193, -2.5214], [-4.1799, 2.9337, -3.9874], [-4.1801, 1.7814, -2.6305], [-1.9650, -2.5407, 1.1585], [-1.1542, -4.1034, 1.3454], [1.2777, -2.8491, 3.6913], [0.8858, -4.2402, 2.6532], [-1.9731, -1.7696, 3.3063], [-0.5905, -2.0887, 4.3776], [-0.9577, -4.5577, 4.1375], [-2.3385, -3.7006, 4.8379], [-2.4185, -4.2430, 3.1562], [3.1074, -3.1380, 2.1867], [2.0670, -3.2157, 0.7595], [2.2893, -1.6763, 1.6288], [-2.7479, -0.1544, -0.5845], [-2.9482, -0.9798, -1.2741], [-3.6703, 0.3423, -0.2841], [-2.2106, -0.4969, 0.3020], [-1.9449, 0.8434, -1.2376], [0.2699, 0.3874, -1.9719], [2.6178, 0.6071, 2.2959], [3.5042, 0.9862, 3.2449], [3.0866, 1.6471, 4.3600], [4.0035, 1.9422, 5.3545], [5.3553, 1.6579, 5.1545], [5.7560, 1.0470, 3.9682], [4.8148, 0.7013, 3.0157], [2.0215, 1.8931, 4.4349], [3.6344, 2.3998, 6.2733], [6.0843, 1.9165, 5.9247], [6.8009, 0.8219, 3.7619], [5.0469, 0.2029, 2.0774]],
  "atomic_forces_ev_per_a": [[-0.001, -1.325, 0.696], [-0.029, 0.770, -0.496], [0.308, -0.731, -0.169], [-0.338, 0.289, 0.093], [0.063, -0.459, 0.124], [-0.572, 1.049, -0.155], [-0.232, -0.235, -0.430], [-1.804, -0.351, 1.813], [1.556, 0.324, -1.422], [-0.162, -0.350, -0.002], [0.194, 0.474, 0.646], [-0.688, -0.236, 0.261], [0.153, -0.172, -0.076], [1.109, 2.307, 0.961], [-1.607, -1.581, 1.723], [-0.231, 0.347, -0.411], [0.101, 0.097, -0.248], [0.406, -0.013, -0.238], [-0.207, 0.501, 0.146], [-0.072, -0.196, 0.066], [0.315, 0.259, -0.176], [-0.062, -0.179, -0.023], [-0.101, 0.001, 0.216], [0.180, 0.068, -0.616], [-0.029, -0.078, 0.134], [0.125, 0.101, -0.303], [-0.235, 0.364, 0.213], [0.043, -0.276, 0.147], [0.673, 0.307, 0.468], [-0.257, -0.112, -0.312], [0.262, 0.085, -0.222], [-0.161, 0.230, -0.034], [-0.093, -0.222, -0.268], [-0.130, 0.218, 0.040], [0.217, -0.070, 0.303], [-0.227, -0.157, -0.121], [0.103, -0.078, 0.335], [0.468, 0.185, -0.590], [0.165, -0.120, 0.125], [-0.042, -0.307, -0.112], [-0.109, 0.161, -0.047], [-0.169, 0.162, 0.027], [0.170, 0.194, -0.115], [0.094, -0.158, 0.183], [-0.084, -0.253, -0.159], [0.134, -0.194, 0.125], [0.103, 0.214, -0.092], [0.307, -0.142, -0.053], [0.055, 0.309, -0.125], [-0.059, -0.172, -0.335], [0.202, 0.384, 0.061], [0.097, -0.169, 0.139], [-0.142, -0.069, -0.125], [-0.193, 0.059, -0.043], [0.076, -0.098, -0.146], [0.153, 0.078, 0.190], [-0.026, 0.014, -0.127], [0.186, 0.161, 0.078], [-0.061, -0.092, -0.004], [-0.429, 0.227, -0.509], [-0.018, 0.076, 0.342], [-0.075, -0.110, -0.154], [-0.061, 0.064, -0.360], [-0.921, 0.556, 0.903], [1.408, -2.181, -1.948], [0.377, 0.438, 0.853], [-0.241, -0.088, -0.777], [0.486, -0.425, -0.141], [-0.048, 0.084, -0.089], [-0.051, 0.012, 0.156], [0.031, 0.032, 0.000], [-0.499, 0.261, 0.538], [0.647, -0.116, -0.129], [0.239, -0.049, -0.310], [-0.223, -0.118, -0.288], [-0.258, 0.078, 0.133], [-0.256, 0.143, 0.259]],
  "e_above_lowest_ev": 0.8494,
  "homo_ha": -0.514,
  "total_charge": 2,
  "e_tot_ev": -52238.569,
  "homo_lumo_gap_ev": 8.5,
  "fmax_ev_per_a": 3.25
}

=====

{
  "formula": "C42H92N3O6S4",
  "method": "ωB97M-V/def2-TZVPD",
  "species": ["C", "C", "C", "C", "C", "C", "C", "C", "N", "C", "C", "C", "C", "C", "C", "C", "C", "C", "S", "S", "C", "C", "C", "N", "C", "C", "C", "C", "N", "C", "S", "S", "C", "O", "O", "H", "H", "H", "H", "H", "H", "H", "H", "H", "H", "H", "H", "H", "H", "H", "H", "H", "H", "H", "H", "H", "H", "H", "H", "H", "H", "H", "H", "H", "H", "H", "H", "H", "H", "H", "H", "H", "H", "H", "H", "H", "H", "H", "H", "H", "H", "H", "H", "H", "H", "H", "H", "C", "C", "O", "C", "C", "H", "H", "H", "H", "H", "H", "H", "H", "H", "H", "C", "C", "O", "C", "C", "H", "H", "H", "H", "H", "H", "H", "H", "H", "H", "C", "C", "O", "C", "C", "H", "H", "H", "H", "H", "H", "H", "H", "H", "H", "C", "C", "O", "C", "C", "H", "H", "H", "H", "H", "H", "H", "H", "H", "H"],
  "xyz": [[-3.5892, -6.3495, 5.0726], [-4.5437, -5.2427, 4.6216], [-5.5277, -5.7495, 3.5777], [-6.2959, -4.6258, 2.8769], [-5.4562, -3.8991, 1.8067], [-6.1934, -3.7630, 0.4671], [-5.5713, -2.6853, -0.4295], [-4.2901, -3.2036, -1.0594], [-3.4083, -2.1707, -1.6704], [-3.8285, -1.7514, -3.0181], [-2.7068, -1.1027, -3.8290], [-2.8187, -1.4589, -5.3097], [-1.9760, -0.5302, -6.2216], [-0.8614, -1.2407, -7.0053], [0.5060, -0.5869, -6.8414], [1.6223, -1.3897, -7.4906], [2.9925, -0.7563, -7.2988], [-3.0692, -1.1570, -0.8194], [-3.4311, 0.4209, -0.9397], [-2.1255, -1.7354, 0.6162], [-0.4973, -1.8534, -0.1664], [0.5747, -2.0564, 0.9130], [0.5218, -1.0719, 2.0792], [1.3608, 0.1728, 1.9720], [1.3286, 0.8544, 0.6179], [-0.0492, 1.4033, 0.2546], [-0.2351, 2.9214, 0.4499], [-1.3513, 3.2495, 1.4493], [0.9093, 1.1829, 2.8832], [0.7614, 0.8915, 4.0783], [0.6300, 0.5657, 5.5597], [3.1334, -0.1566, 2.4571], [4.0220, -0.6888, 1.0234], [3.6311, 1.1029, 2.8748], [3.0317, -1.2166, 3.3997], [-3.0080, -6.7203, 4.2265], [-2.8988, -6.0080, 5.8415], [-4.1556, -7.1995, 5.4538], [-3.9502, -4.4131, 4.2309], [-5.1004, -4.9135, 5.5006], [-4.9972, -6.3411, 2.8246], [-6.2361, -6.4248, 4.0617], [-6.5767, -3.9013, 3.6445], [-7.2164, -5.0272, 2.4534], [-5.1797, -2.9085, 2.1696], [-4.5551, -4.4934, 1.6437], [-7.2391, -3.5218, 0.6517], [-6.1407, -4.7323, -0.0353], [-6.2800, -2.3875, -1.2028], [-5.3918, -1.8118, 0.2001], [-4.5590, -3.8786, -1.8706], [-3.6970, -3.7846, -0.3562], [-4.6915, -1.0829, -2.9694], [-4.1278, -2.6648, -3.5314], [-1.7595, -1.4928, -3.4468], [-2.7269, -0.0230, -3.6961], [-2.4666, -2.4816, -5.4461], [-3.8608, -1.4177, -5.6292], [-2.6490, -0.0137, -6.9028], [-1.5191, 0.2320, -5.5867], [-1.0980, -1.2218, -8.0710], [-0.7774, -2.2885, -6.7110], [0.4931, 0.4270, -7.2503], [0.7321, -0.4873, -5.7731], [1.4331, -1.5207, -8.5577], [1.6288, -2.3867, -7.0410], [3.7667, -1.3451, -7.7886], [3.0188, 0.2474, -7.7248], [3.2526, -0.6811, -6.2421], [-0.4831, -2.7169, -0.8301], [-0.2949, -0.9906, -0.7993], [1.5546, -2.1041, 0.4363], [0.4202, -3.0407, 1.3547], [0.8224, -1.5709, 2.9959], [-0.4955, -0.7200, 2.2322], [2.0163, 1.6913, 0.7424], [1.7495, 0.1891, -0.1284], [-0.1841, 1.1709, -0.8021], [-0.8443, 0.8602, 0.7648], [0.6908, 3.3657, 0.8142], [-0.4952, 3.3675, -0.5064], [-1.8168, 4.2059, 1.2176], [-0.9770, 3.3225, 2.4691], [-2.1496, 2.5096, 1.4127], [3.4194, -0.9965, 0.1763], [4.6083, -1.5420, 1.3600], [4.6957, 0.1225, 0.7644], [6.8568, -4.7303, 0.1210], [6.0424, -4.4591, -1.1314], [5.5138, -3.1410, -1.2029], [6.4766, -2.0984, -1.2197], [7.4443, -2.1320, -2.3859], [6.2857, -4.4708, 1.0146], [7.1178, -5.7870, 0.1721], [7.7863, -4.1600, 0.1380], [5.1713, -5.1136, -1.1560], [6.6309, -4.6806, -2.0271], [7.0289, -2.0775, -0.2713], [5.8851, -1.1795, -1.2629], [8.1199, -2.9860, -2.3273], [8.0577, -1.2317, -2.3993], [6.9071, -2.1978, -3.3312], [12.3547, -1.8449, -3.9805], [11.0395, -2.3901, -4.5102], [10.0208, -1.4133, -4.6426], [10.3000, -0.3521, -5.5406], [10.5242, -0.7986, -6.9750], [12.1925, -1.2899, -3.0554], [13.0437, -2.6654, -3.7795], [12.8375, -1.1756, -4.6935], [10.6374, -3.1234, -3.8099], [11.1970, -2.9125, -5.4602], [11.1529, 0.2374, -5.1861], [9.4253, 0.2972, -5.4907], [11.4438, -1.3744, -7.0862], [10.5987, 0.0711, -7.6280], [9.6949, -1.4206, -7.3145], [-5.2329, 5.4616, 4.2157], [-4.9543, 5.3468, 2.7278], [-4.8425, 4.0122, 2.2589], [-5.9966, 3.2066, 2.4203], [-7.2193, 3.7203, 1.6794], [-4.5036, 4.8851, 4.7878], [-5.1762, 6.5041, 4.5315], [-6.2257, 5.0915, 4.4750], [-3.9935, 5.8090, 2.4965], [-5.7122, 5.8919, 2.1545], [-6.2245, 3.0692, 3.4836], [-5.7145, 2.2281, 2.0283], [-7.5919, 4.6540, 2.1020], [-8.0246, 2.9875, 1.7368], [-6.9818, 3.8974, 0.6295], [-4.2655, 10.7252, 7.5271], [-4.5054, 9.2382, 7.7229], [-4.2375, 8.4542, 6.5718], [-2.9050, 8.4946, 6.0976], [-1.8791, 7.9834, 7.0960], [-4.8023, 11.0848, 6.6484], [-4.6159, 11.2760, 8.4001], [-3.2078, 10.9565, 7.3934], [-5.5578, 9.0613, 7.9440], [-3.9340, 8.8679, 8.5815], [-2.6432, 9.5052, 5.7640], [-2.8970, 7.8576, 5.2118], [-1.7839, 8.6425, 7.9596], [-0.8989, 7.9158, 6.6225], [-2.1634, 6.9945, 7.4592]],
  "atomic_forces_ev_per_a": [[-0.137, -0.013, -0.226], [0.320, -0.563, 0.149], [-0.197, 0.139, -0.118], [0.341, 0.002, 0.270], [-0.488, -0.353, -0.057], [0.379, 0.173, 0.108], [-0.221, -0.178, 0.255], [0.452, -0.370, -0.315], [-0.583, 0.652, -0.046], [0.067, -0.156, -0.122], [-0.198, -0.246, 0.107], [0.263, 0.366, -0.287], [-0.051, -0.342, 0.343], [0.087, 0.386, -0.230], [0.067, -0.098, 0.074], [0.145, -0.001, 0.167], [0.022, 0.003, -0.095], [0.162, -0.242, 0.191], [0.179, 0.163, -0.206], [-0.208, 0.032, 0.237], [0.241, -0.339, -0.276], [-0.181, 0.104, -0.107], [-0.223, -0.301, 0.216], [-0.167, 0.330, -0.575], [0.090, 0.591, 0.197], [0.143, 0.006, -0.382], [-0.398, -0.228, 0.527], [-0.063, 0.214, -0.068], [-0.142, -0.215, 0.200], [0.396, -0.259, -0.540], [-0.219, 0.125, 0.492], [1.013, -0.207, 0.759], [0.226, -0.096, -0.235], [-0.180, 0.410, -0.300], [-0.375, -0.323, -0.112], [0.087, 0.027, -0.010], [0.012, -0.023, 0.070], [0.029, -0.024, 0.136], [-0.133, 0.173, 0.006], [-0.018, 0.343, -0.074], [0.014, -0.052, -0.014], [0.021, -0.075, 0.035], [-0.275, 0.002, -0.027], [-0.022, 0.042, -0.133], [0.193, 0.023, -0.029], [0.251, 0.243, 0.048], [-0.077, -0.027, -0.040], [-0.304, -0.038, -0.086], [0.036, 0.070, -0.078], [0.111, 0.137, -0.098], [0.101, -0.093, -0.019], [-0.023, 0.101, 0.151], [-0.101, -0.020, 0.017], [-0.077, -0.053, 0.045], [0.142, 0.195, 0.022], [0.090, 0.041, 0.020], [-0.214, -0.153, -0.003], [-0.087, -0.086, 0.088], [0.060, 0.126, -0.059], [-0.002, 0.121, -0.050], [-0.063, -0.231, -0.037], [-0.081, -0.059, 0.029], [-0.045, 0.053, -0.004], [-0.015, 0.044, 0.040], [-0.104, -0.014, -0.034], [-0.023, -0.087, -0.101], [0.063, -0.005, -0.011], [0.026, 0.046, 0.006], [-0.019, 0.025, 0.052], [0.011, -0.067, 0.022], [-0.151, 0.193, 0.150], [0.060, 0.007, 0.055], [0.018, -0.040, 0.055], [0.176, 0.138, 0.057], [-0.044, 0.107, -0.114], [0.132, -0.034, -0.046], [-0.213, -0.286, 0.114], [-0.077, -0.022, -0.026], [0.000, -0.084, 0.024], [0.102, 0.129, -0.225], [0.181, 0.043, -0.095], [0.027, 0.062, 0.006], [0.000, -0.156, 0.066], [-0.042, -0.033, 0.019], [-0.098, 0.003, 0.067], [-0.068, -0.091, 0.077], [-0.117, 0.121, -0.115], [0.014, 0.135, 0.003], [0.023, -0.127, -0.028], [-0.112, 0.078, 0.077], [0.045, 0.160, 0.099], [-0.038, -0.178, -0.022], [-0.014, -0.048, 0.007], [-0.014, -0.010, 0.001], [0.019, -0.032, -0.017], [-0.025, 0.031, -0.002], [0.019, 0.030, 0.008], [0.018, -0.011, -0.009], [0.008, -0.001, -0.041], [0.035, 0.028, 0.012], [0.001, 0.001, -0.007], [-0.012, 0.042, -0.040], [-0.030, 0.097, -0.033], [0.056, -0.067, 0.010], [-0.085, -0.001, 0.071], [0.015, 0.082, -0.061], [0.024, -0.102, 0.037], [0.005, -0.029, 0.020], [-0.006, -0.011, 0.007], [0.018, -0.029, -0.014], [-0.030, 0.015, 0.002], [0.011, 0.020, -0.007], [0.016, -0.023, -0.006], [-0.019, -0.025, 0.025], [0.019, 0.033, -0.009], [-0.010, 0.011, 0.003], [-0.019, 0.030, -0.012], [-0.035, -0.087, 0.014], [-0.007, 0.100, 0.028], [0.111, -0.037, -0.034], [-0.063, -0.078, 0.009], [0.042, 0.099, -0.004], [0.032, 0.032, -0.004], [0.004, 0.000, 0.018], [-0.018, 0.046, -0.003], [0.017, -0.038, -0.019], [-0.016, -0.012, 0.010], [-0.011, 0.029, 0.000], [0.037, 0.016, -0.011], [-0.023, -0.019, 0.023], [0.005, -0.014, -0.001], [-0.008, -0.035, -0.009], [0.073, -0.024, -0.085], [-0.043, 0.051, 0.075], [-0.038, -0.072, -0.068], [0.096, -0.011, -0.024], [-0.062, 0.026, 0.081], [-0.032, 0.008, 0.021], [-0.015, -0.004, 0.005], [0.003, 0.005, 0.038], [-0.005, -0.024, -0.030], [0.022, 0.009, -0.013], [0.005, 0.006, 0.027], [-0.058, 0.000, -0.003], [0.029, 0.020, -0.017], [-0.002, -0.004, -0.014], [0.016, -0.017, -0.029]],
  "homo_ha": -0.390,
  "total_charge": 1,
  "e_tot_ev": -105131.677,
  "homo_lumo_gap_ev": 6.9,
  "fmax_ev_per_a": 1.28
}